A molecular structure, CH8P4 in a non-equilibrium geometry, computed with ωB97M-V/def2-TZVPD.

XYZ file:
```
13
CH8P4, DFT ωB97M-V/def2-TZVPD
C -0.1709 -1.5181 0.2406
P 1.2125 -0.9442 1.1690
P -0.0447 1.0084 -2.1499
P -0.0094 1.5863 1.2590
P -1.1881 0.7768 -0.3146
H 0.0237 -2.1635 -0.6228
H -0.9239 -1.9322 0.9410
H 1.9223 -0.2745 0.0366
H 1.9488 -2.1543 1.2377
H -0.9871 1.8945 -2.6704
H -0.6873 -0.0563 -2.7959
H -0.4981 2.8535 1.3942
H -0.5977 0.9237 2.2755
```

Output
Energy above the lowest of the compared OMol25 structures with the same formula, charge and spin   34.8 kcal per mole
HOMO-LUMO gap   7.41 eV
Net charge   0

C4H8O2 in the gas phase in a non-equilibrium geometry, computed with ωB97M-V/def2-TZVPD.

XYZ file:
```
14
C4H8O2, DFT ωB97M-V/def2-TZVPD
C 2.0112 0.0854 -0.4855
O 0.9330 -0.7499 -0.1296
C -0.3154 -0.1025 -0.2820
C -1.4257 -1.0478 0.2050
C -0.6854 1.2134 0.6475
O -0.7220 2.3894 0.3887
H 2.9400 -0.4819 -0.3857
H 1.9027 0.4436 -1.5184
H 2.0482 0.9603 0.1728
H -0.4043 0.1821 -1.3473
H -2.2274 -1.2060 -0.5251
H -1.0795 -2.0218 0.5752
H -1.7955 -0.5282 1.0889
H -1.1797 0.8640 1.5955
```

Output
Energy above the lowest of the compared OMol25 structures with the same formula, charge and spin   55.1 kcal per mole
HOMO-LUMO gap   10.31 eV
Net charge   0
SMILES   CO[C@@H](C)C=O

A molecular structure, C51H56MoN5O8 in a non-equilibrium geometry, computed with ωB97M-V/def2-TZVPD.

XYZ file:
```
121
C51H56MoN5O8, DFT ωB97M-V/def2-TZVPD
Mo -1.0261 -1.0211 -0.5073
C 6.3318 -2.6002 -1.4731
C 5.5081 -1.5992 -2.2941
C 5.7487 -1.8377 -3.7924
C 6.0044 -0.1894 -1.9573
C 4.0323 -1.8053 -1.9991
C 3.2323 -0.7966 -1.4895
C 1.8675 -1.0205 -1.3125
N 0.8691 -0.1606 -0.9511
C 0.9646 1.1961 -0.8834
C 1.9794 2.0622 -1.2917
C 1.8685 3.4215 -1.0436
C 0.7201 3.8960 -0.4079
C -0.3584 3.0933 -0.0534
C -0.2523 1.7261 -0.3446
O -1.1706 0.7946 -0.1902
C -1.5464 3.7649 0.6221
C -1.0489 4.4509 1.9048
C -2.6490 2.7764 1.0085
C -2.1378 4.8093 -0.3343
C 2.9937 4.3485 -1.4686
C 3.1141 4.2935 -2.9971
C 4.3130 3.9017 -0.8199
C 2.7546 5.8055 -1.0653
C 1.3283 -2.3330 -1.4853
O 0.0716 -2.4089 -1.1321
C 2.1270 -3.3658 -1.9997
C 3.4524 -3.0496 -2.2703
C 1.6335 -4.7728 -2.3054
C 0.1758 -5.0008 -1.9008
C 1.7432 -4.9963 -3.8220
C 2.5025 -5.7866 -1.5467
H 7.3899 -2.4485 -1.6699
H 6.0814 -3.6270 -1.7222
H 6.1524 -2.4548 -0.4107
H 6.7903 -1.6396 -4.0320
H 5.1272 -1.1744 -4.3893
H 5.5246 -2.8605 -4.0792
H 7.0674 -0.1300 -2.1811
H 5.8752 0.0388 -0.9016
H 5.4971 0.5638 -2.5572
H 3.6698 0.1383 -1.1981
H 2.8318 1.6917 -1.8304
H 0.6471 4.9507 -0.2049
H -0.5837 3.7160 2.5596
H -1.8864 4.9151 2.4210
H -0.3170 5.2249 1.6940
H -2.2674 2.0172 1.6916
H -3.0509 2.2861 0.1243
H -3.4618 3.3070 1.5013
H -1.4121 5.5766 -0.5851
H -2.9955 5.2944 0.1241
H -2.4607 4.3337 -1.2568
H 3.3383 3.2908 -3.3497
H 3.9102 4.9587 -3.3190
H 2.1816 4.6135 -3.4567
H 4.6198 2.9129 -1.1480
H 4.2219 3.8935 0.2644
H 5.0982 4.6029 -1.0903
H 1.8661 6.2107 -1.5417
H 3.6044 6.3995 -1.3891
H 2.6684 5.9116 0.0133
H 4.0722 -3.8241 -2.6924
H -0.4906 -4.3605 -2.4767
H 0.0267 -4.8019 -0.8416
H -0.0980 -6.0351 -2.0974
H 1.1270 -4.2719 -4.3510
H 1.3951 -5.9935 -4.0773
H 2.7652 -4.8933 -4.1743
H 2.4667 -5.5824 -0.4790
H 3.5402 -5.7544 -1.8649
H 2.1282 -6.7920 -1.7204
C 0.0994 4.6176 5.6952
O -0.4692 3.8675 6.7463
C -1.5335 3.0859 6.5125
C -2.1934 2.9836 5.2839
C -3.2014 2.0645 5.1216
C -3.6115 1.2511 6.1893
C -3.0439 1.4540 7.4541
C -2.0019 2.3328 7.6021
N -4.5788 0.2929 6.0084
N -4.6564 -0.3920 4.9940
C -3.6592 -0.6440 4.0959
C -2.3902 -1.0566 4.5196
C -1.3790 -1.3572 3.6222
C -1.5635 -1.1762 2.2496
O -0.6429 -1.3529 1.3340
C -2.8627 -0.7837 1.8013
N -3.0044 -0.6407 0.4686
C -4.1845 -0.3344 -0.0285
C -5.3109 -0.1580 0.7806
C -5.1941 -0.2787 2.1485
C -3.9411 -0.5925 2.7001
H 0.9747 5.1079 6.1177
H -0.5941 5.3779 5.3293
H 0.4109 3.9739 4.8681
H -1.9157 3.6109 4.4529
H -3.7255 2.0027 4.1786
H -3.3847 0.8574 8.2839
H -1.5013 2.4535 8.5497
H -2.2097 -1.1569 5.5817
H -0.4212 -1.6977 3.9843
H -4.2474 -0.2166 -1.1062
H -6.2590 0.0734 0.3242
H -6.0458 -0.1585 2.8015
O -1.7604 -0.8309 -2.2037
C -2.5207 -1.5187 -2.9770
C -3.0593 -2.7763 -2.6179
C -3.8845 -3.4721 -3.5229
C -4.4406 -4.6837 -3.1762
C -4.1983 -5.2644 -1.9222
C -3.4077 -4.6064 -1.0185
C -2.8268 -3.3520 -1.3131
O -2.1483 -2.7437 -0.3967
N -5.3027 -5.3586 -4.1109
O -5.7642 -6.4252 -3.7705
O -5.5150 -4.8085 -5.1702
H -2.7942 -1.0698 -3.9364
H -4.0876 -3.0571 -4.5007
H -4.6471 -6.2177 -1.6850
H -3.2080 -5.0265 -0.0451
```

Output
Energy above the lowest of the compared OMol25 structures with the same formula, charge and spin   26.7 kcal per mole
HOMO-LUMO gap (alpha / beta)   4.60 / 4.59 eV
Net charge   +1

6 unconnected molecules or ions with the total composition C18H53N4O6 in a non-equilibrium geometry, computed with ωB97M-V/def2-TZVPD.

XYZ file:
```
81
C18H53N4O6, DFT ωB97M-V/def2-TZVPD
O -0.2689 0.0961 1.1597
H -0.4018 0.7978 1.8012
H -0.4296 -0.7274 1.6262
H 0.6633 0.0371 0.9379
C 3.7485 0.9061 1.0220
C 3.1475 0.0010 -0.0344
C 4.0940 -0.9492 -0.7990
O 4.9068 -0.1365 -1.6136
C 5.6556 -0.9210 -2.5282
N 2.2632 -0.7949 0.7737
H 3.9571 0.4360 1.9831
H 3.0150 1.6962 1.1826
H 4.5983 1.4816 0.6550
H 2.5175 0.6104 -0.6823
H 3.5696 -1.7094 -1.3780
H 4.7589 -1.4682 -0.1086
H 5.0966 -1.3923 -3.3366
H 6.0996 -1.7168 -1.9302
H 6.3651 -0.2357 -2.9920
H 2.8367 -1.3505 1.3921
H 1.8920 -1.4706 0.1212
C 0.0464 -4.0164 3.5349
C 0.3343 -3.0411 2.3623
C 0.4524 -3.7074 0.9285
O 0.6474 -2.7293 -0.0636
C 0.5904 -3.1992 -1.4034
N -0.8158 -2.0858 2.4325
H 0.7607 -4.8254 3.6879
H -0.9217 -4.5164 3.5043
H 0.0943 -3.3420 4.3899
H 1.2352 -2.5112 2.6717
H -0.4234 -4.3154 0.7016
H 1.2826 -4.4119 0.9794
H 1.4263 -3.8212 -1.7233
H 0.5764 -2.3975 -2.1418
H -0.3403 -3.7558 -1.5136
H -0.8441 -1.8571 3.4159
H -1.6626 -2.6170 2.2880
C -3.2732 -0.6075 -0.5528
C -3.4848 -0.8279 -2.0621
C -3.9942 0.5312 -2.7466
O -5.1486 1.0877 -2.1847
C -6.3598 0.3202 -2.2962
N -2.1358 -1.2068 -2.4791
H -4.2522 -0.7118 -0.0852
H -2.8556 0.3772 -0.3429
H -2.6308 -1.2987 -0.0072
H -4.0875 -1.7228 -2.2171
H -4.1401 0.3737 -3.8152
H -3.2083 1.2752 -2.6165
H -6.4723 0.0111 -3.3354
H -7.3098 0.7214 -1.9431
H -6.2672 -0.5705 -1.6747
H -2.0183 -2.1913 -2.2866
H -2.1606 -1.1781 -3.4884
C 1.3591 3.0383 3.7992
C -0.1202 3.0445 3.5137
C -0.4897 4.0103 2.3073
O 0.2846 3.8667 1.1666
C -0.2824 4.3899 -0.0290
N -0.4714 1.7113 3.2272
H 1.7566 4.0098 4.0931
H 1.8359 2.6772 2.8880
H 1.7319 2.3815 4.5852
H -0.6731 3.4625 4.3549
H -0.3726 5.0355 2.6586
H -1.5382 3.8220 2.0763
H -1.2599 3.9665 -0.2601
H 0.3838 4.1363 -0.8537
H -0.4082 5.4711 0.0266
H -1.4805 1.6730 3.2069
H -0.1648 1.1029 3.9727
C -0.3318 1.8034 -3.8121
C 0.5241 1.0722 -2.7781
O -0.4320 0.7660 -1.7053
H -1.2019 1.1899 -4.0459
H 0.1218 2.1866 -4.7262
H -0.6468 2.7144 -3.3032
H 1.3049 1.7264 -2.3901
H 0.9728 0.1468 -3.1391
H -1.1257 0.1727 -2.0026
```

Output
HOMO-LUMO gap   9.80 eV
Net charge   +1